Entry 1:
Formula: C12H17BMnN6O2
Source: the Open Molecules 2025 dataset
Level of theory: wB97M-V/def2-TZVPD

Summary:
- Electronic energy: -57752.8101 eV
- Highest occupied orbital energy (spin up / spin down): -7.10 / -8.10 eV
- Gap between HOMO and LUMO (spin up / spin down): 7.758 / 8.658 eV
- Multiplicity: 6

Each line ends with the natural charge from an NBO analysis.
CARTESIAN COORDINATES (ANGSTROEM)
H -0.2920 2.7619 0.8829  0.2625
N 0.1804 1.6028 -0.8460  -0.4400
B 0.8456 0.8368 -3.1818  0.5432
N 0.7046 1.9371 -2.0958  -0.3294
C 0.8362 3.2711 -2.1794  0.0115
Mn -0.3704 -0.2689 -0.5050  1.2976
H 1.1743 3.7101 -3.1044  0.2212
C 0.4549 3.8252 -0.9636  -0.3588
H 0.4432 4.8631 -0.7018  0.2289
C 0.0684 2.7555 -0.1371  0.0069
H 1.2906 1.2349 -4.2215  -0.0214
C -2.2937 -2.9457 1.1752  -0.8556
H -2.6283 -3.1173 2.2120  0.2180
H -1.3005 -3.3990 1.0430  0.2181
H -3.0155 -3.4448 0.5099  0.2074
N -0.5714 0.2299 -3.3112  -0.3085
N 1.7158 -0.2725 -2.5140  -0.3107
N -1.2017 -0.2692 -2.1747  -0.4450
N 1.3062 -0.8068 -1.2958  -0.4449
C -1.3941 0.0852 -4.3622  0.0244
C 2.7723 -0.9708 -2.9611  0.0166
H -1.0617 0.4126 -5.3277  0.2277
H 3.1926 -0.7530 -3.9274  0.2251
C -2.5759 -0.5005 -3.9227  -0.3512
C 3.1091 -1.9180 -2.0008  -0.3530
C -2.4275 -0.7055 -2.5455  0.0026
C 2.1978 -1.7736 -0.9514  -0.0019
H -3.4271 -0.7617 -4.5173  0.2338
H 3.9010 -2.6370 -2.0514  0.2310
H -3.0859 -1.1277 -1.8033  0.2282
H 2.1020 -2.2964 -0.0072  0.2363
H -2.2371 -1.8643 0.9376  0.2033
C 0.0152 -1.2390 3.5165  -0.2817
O 0.2845 -1.1429 2.0954  -0.5643
C -0.2893 -0.0924 1.4631  0.3365
O -0.7201 0.8875 2.0783  -0.6836
H -1.0679 -1.2703 3.6889  0.1878
H 0.4763 -0.3898 4.0269  0.1957
H 0.4908 -2.1771 3.8100  0.1857

Entry 2:
Formula: C12H17BrN4ORhS
Source: the Open Molecules 2025 dataset
Level of theory: wB97M-V/def2-TZVPD

Summary:
- Electronic energy: -104584.8530 eV
- Total charge: +3
- Highest occupied orbital energy (spin up / spin down): -18.42 / -18.36 eV
- Gap between HOMO and LUMO (spin up / spin down): 8.706 / 5.489 eV
- Multiplicity: 5

Each line ends with the natural charge from an NBO analysis.
CARTESIAN COORDINATES (ANGSTROEM)
Rh 0.5908 -0.6184 1.6017  1.2073
O -0.9386 5.4141 2.4830  -0.5773
C -0.6713 4.1728 2.1336  0.4348
C -0.9045 3.6265 0.8657  -0.3040
C -0.5798 2.3154 0.6365  0.0795
N -0.0401 1.5036 1.5718  -0.6159
C 0.1630 2.0700 2.7703  0.1561
Br 0.9073 0.8689 4.0133  0.2045
C -0.1130 3.3544 3.1237  -0.2968
H -1.3249 5.9446 1.7733  0.5181
H -1.3377 4.2209 0.0726  0.2591
H -0.7621 1.8817 -0.3366  0.2035
H 0.0804 3.7412 4.1145  0.2904
N 0.8711 -2.6811 0.6185  -0.8496
C 1.7435 -3.5973 1.4115  -0.2430
C 1.2737 -3.5086 2.8361  -0.2512
N 1.3408 -2.0769 3.2170  -0.8249
H -0.0770 -3.0558 0.6273  0.4036
H 1.1610 -2.6704 -0.3548  0.4105
H 2.7773 -3.2641 1.3177  0.2224
H 1.6801 -4.6151 1.0301  0.2516
H 1.8770 -4.1223 3.5037  0.2578
H 0.2392 -3.8433 2.9209  0.2228
H 2.3183 -1.7974 3.2943  0.4049
H 0.9224 -1.9169 4.1291  0.4207
S -0.1581 -0.4599 -1.1988  0.0954
C -0.6349 -0.2477 -2.8114  -0.0282
N 0.2827 0.2138 -3.7343  -0.4315
C 0.0111 0.3579 -5.0227  0.1601
C -1.2629 0.0389 -5.5110  -0.1543
C -2.2221 -0.4171 -4.6350  -0.0954
C -1.9116 -0.5631 -3.2762  -0.1195
H 1.2156 0.4416 -3.4023  0.4616
H 0.8112 0.7253 -5.6529  0.2763
H -1.4677 0.1553 -6.5669  0.2914
H -3.2123 -0.6698 -4.9929  0.2848
H -2.6477 -0.9217 -2.5704  0.2745

Entry 3:
Formula: C12H17Cl2FNO2
Source: the Open Molecules 2025 dataset
Level of theory: wB97M-V/def2-TZVPD

Summary:
- Electronic energy: -46053.7777 eV
- Total charge: +1
- Highest occupied orbital energy: -12.00 eV
- Gap between HOMO and LUMO: 4.742 eV

Each line ends with the natural charge from an NBO analysis.
CARTESIAN COORDINATES (ANGSTROEM)
C -4.1508 -0.6186 2.2318  -0.6411
C -2.7534 -0.4557 1.7519  -0.0572
O -1.9234 -0.7738 2.9737  -0.5049
C -0.6101 -0.5294 2.8942  0.7087
C 0.0476 0.4829 3.4972  0.0302
C 1.4390 0.5143 3.2558  -0.6929
O 0.1742 -1.3388 2.1835  -0.4366
C -0.3531 -2.7117 1.8966  -0.0737
C 0.4006 -3.1317 0.6845  -0.6411
H -4.8530 -0.4213 1.4278  0.2409
H -4.3203 -1.6738 2.5295  0.2276
H -4.3711 0.0334 3.0525  0.2358
H -2.4706 -1.1260 0.9357  0.1926
H -2.5240 0.6513 1.4880  0.2056
H -0.4219 1.1891 4.1795  0.3326
H 1.8568 1.3449 3.8325  0.2576
H 1.8877 -0.4371 3.5879  0.3030
H 1.7485 0.6705 2.2072  0.2448
H -0.1058 -3.3319 2.7763  0.2136
H -1.4330 -2.6929 1.7203  0.2033
H 0.2956 -4.1979 0.4847  0.2459
H 0.0190 -2.5886 -0.1943  0.2209
H 1.4781 -2.8916 0.7888  0.2339
Cl -2.1414 4.4749 2.5294  0.0583
C -1.9948 4.9544 4.1505  0.1717
N -1.4440 4.1227 5.0304  -0.3145
F -0.6698 2.2728 4.4034  -0.3295
C -1.3629 4.5604 6.2934  0.1682
Cl -0.6806 3.5825 7.4851  0.0858
C -1.8320 5.8257 6.7315  -0.2579
C -2.4033 6.6640 5.7805  -0.1263
C -2.4967 6.2419 4.4536  -0.2605
H -1.7206 6.0720 7.7799  0.2535
H -2.7879 7.6785 6.0752  0.2489
H -2.9234 6.8244 3.6468  0.2528

Entry 4:
Formula: C12H17Cl2NO
Source: the Open Molecules 2025 dataset
Level of theory: wB97M-V/def2-TZVPD

Summary:
- SMILES: CCCN(CCO)Cc1ccc(Cl)c(Cl)c1
- Electronic energy: -41302.3002 eV
- Highest occupied orbital energy: -8.96 eV
- Gap between HOMO and LUMO: 9.723 eV

Each line ends with the natural charge from an NBO analysis.
CARTESIAN COORDINATES (ANGSTROEM)
C 3.1807 2.5254 -0.1396  -0.6090
H 2.4316 2.0630 -0.7770  0.2057
C 3.4370 1.6646 1.0916  -0.4006
H 2.5562 1.6727 1.7366  0.1928
H 4.2690 2.0808 1.6630  0.2058
C 3.7785 0.2238 0.7041  -0.2056
N 2.6105 -0.4710 0.1796  -0.4709
C 2.9258 -1.4675 -0.8292  -0.2352
H 3.3065 -2.4056 -0.3876  0.1661
C 1.7052 -1.7853 -1.6992  -0.0687
O 1.2034 -0.6363 -2.3259  -0.7167
H 1.0987 0.0345 -1.6382  0.4741
H 0.9220 -2.2673 -1.0972  0.1595
H 1.9968 -2.4712 -2.4982  0.1854
H 3.6981 -1.0539 -1.4811  0.2047
C 1.7504 -0.9939 1.2326  -0.2507
C 0.2859 -0.8300 0.9150  -0.0235
C -0.1789 0.3899 0.4407  -0.1948
C -1.5191 0.5689 0.1428  -0.0608
C -2.4176 -0.4778 0.3269  -0.0773
C -1.9613 -1.6929 0.8138  -0.2048
C -0.6205 -1.8657 1.1041  -0.2068
H -0.2784 -2.8194 1.4781  0.2171
H -2.6620 -2.4999 0.9577  0.2315
Cl -4.0881 -0.2712 -0.0405  0.0325
Cl -2.0626 2.0928 -0.4501  0.0329
H 0.5076 1.2113 0.3104  0.2268
H 1.9524 -0.4386 2.1536  0.2180
H 1.9670 -2.0557 1.4341  0.1856
H 4.5445 0.2533 -0.0732  0.1990
H 4.2072 -0.3068 1.5699  0.1721
H 2.8334 3.5148 0.1483  0.2119
H 4.0934 2.6383 -0.7204  0.2038

Entry 5:
Formula: C12H17Cl5O4Pt
Source: the Open Molecules 2025 dataset
Level of theory: wB97M-V/def2-TZVPD

Summary:
- Electronic energy: -86767.1313 eV
- Total charge: -2
- Highest occupied orbital energy (spin up / spin down): 1.16 / -1.09 eV
- Gap between HOMO and LUMO (spin up / spin down): 3.436 / 5.361 eV
- Multiplicity: 5

Each line ends with the Löwdin charge.
CARTESIAN COORDINATES (ANGSTROEM)
C -2.1015 1.0243 1.3252  -0.1719
C -2.9541 -0.0184 0.9255  -0.2008
C -3.1454 0.0872 -0.5088  -0.1997
C -3.4381 -1.0857 1.8268  -0.1036
C -2.4279 1.2015 -0.9757  -0.1834
C -1.8032 1.8614 0.1674  -0.2450
C -1.1073 3.0407 0.1786  -0.0083
C -1.5336 1.2571 2.6507  -0.0375
C -3.8482 -0.8853 -1.3800  -0.0766
C -2.2221 1.6280 -2.3722  -0.0544
Pt 0.2842 -2.0774 -0.0696  0.5361
Cl -1.6157 -2.9750 0.0788  -0.1126
Cl 0.7811 -2.5472 2.1763  -0.3953
O -0.0963 -0.7220 -1.4737  -0.4934
H -3.6565 -0.6688 2.8152  0.0664
H -2.6763 -1.8686 1.9640  0.0133
H -4.3358 -1.5643 1.4208  0.0677
H -3.1831 -1.7147 -1.6719  0.0441
H -4.1869 -0.3799 -2.2981  0.0644
H -4.7113 -1.3147 -0.8555  0.0685
H -2.5358 0.8580 -3.0878  0.0724
H -1.1600 1.8420 -2.5521  0.0849
H -2.7961 2.5444 -2.5688  0.0783
H -1.0046 3.6088 -0.7331  0.0317
H 1.1991 2.9774 0.3174  -0.0126
H -0.7737 3.4561 1.1280  0.0395
H -1.6987 0.4024 3.3143  0.0758
H -1.9941 2.1560 3.0864  0.0853
H -0.4517 1.4310 2.5941  0.0928
H 0.6193 -0.8584 -2.1411  -0.0681
O 1.9786 2.6349 0.7851  -0.0862
H 2.1233 1.7756 0.3793  0.0343
Cl 5.0828 -2.8652 -0.8366  0.5568
C 3.7823 -3.2448 -1.9925  -1.4983
Cl 4.4170 -3.1897 -3.6513  0.5373
Cl 3.0704 -4.8448 -1.6880  0.5710
C 2.5908 -2.1990 -1.8120  -0.7921
O 2.2950 -1.8888 -0.5746  -0.3268
O 2.0406 -1.7715 -2.8262  -0.0542

Entry 6:
Formula: C12H17F17NbO2
Source: the Open Molecules 2025 dataset
Level of theory: wB97M-V/def2-TZVPD

Summary:
- Electronic energy: -64555.9710 eV
- Total charge: -1
- Highest occupied orbital energy: -4.75 eV
- Gap between HOMO and LUMO: 6.749 eV

Each line ends with the natural charge from an NBO analysis.
CARTESIAN COORDINATES (ANGSTROEM)
C 2.4095 -0.2245 0.2403  -0.6559
C 2.8338 0.0136 -1.1974  -0.3192
F 2.2164 -0.9820 -1.9776  -0.4202
Nb 5.1106 0.0477 -1.5058  1.8417
H 3.1273 0.1117 0.9437  0.2263
H 2.2954 -1.2785 0.3734  0.2069
H 1.4946 0.2791 0.4596  0.1779
H 2.4020 0.9486 -1.5083  0.1619
H 5.2125 1.7729 -2.1476  -0.4146
H 5.3217 0.6004 0.2341  -0.4889
H 5.3507 -1.7414 -1.0962  -0.4312
H 4.9572 -0.4373 -3.2790  -0.4603
H 6.9477 0.1074 -1.5981  -0.4199
C -1.4456 2.0194 4.2142  -0.1340
C -2.3906 3.2342 4.2012  0.5953
C -3.1141 3.5646 2.8939  0.5202
F -2.2471 3.8760 1.9150  -0.3149
F -3.9142 4.6408 3.1054  -0.3269
F -1.7372 4.3251 4.6491  -0.3103
F -3.3811 2.9525 5.0976  -0.3335
O -0.0641 2.2606 4.0684  -0.5103
C 0.5126 2.3455 2.8254  0.8484
C 1.1140 3.7289 2.5877  0.5037
F 0.1601 4.6794 2.6881  -0.3254
F 1.6298 3.7695 1.3466  -0.3118
F -0.3557 2.0041 1.8589  -0.3172
F 1.5230 1.4666 2.7981  -0.3076
H -1.5326 1.6139 5.2193  0.2243
H -1.7873 1.2368 3.5385  0.2107
H -3.7360 2.7229 2.5753  0.1405
H 1.8974 3.9281 3.3207  0.1489
C -0.3401 -3.2352 -2.2696  -0.1471
C -0.6150 -3.3341 -3.7786  0.5965
C -1.1029 -2.0734 -4.4923  0.5138
F -2.2950 -1.6610 -4.0085  -0.3273
F -1.2684 -2.3575 -5.8102  -0.3284
F -1.4675 -4.3603 -4.0230  -0.3218
F 0.5678 -3.6440 -4.3651  -0.3190
O -1.3508 -3.7146 -1.3876  -0.5112
C -2.3799 -2.9276 -0.9786  0.8499
C -3.7171 -3.4993 -1.4460  0.5038
F -3.7632 -3.5771 -2.7866  -0.3166
F -4.7143 -2.6796 -1.0324  -0.3303
F -2.2328 -1.6479 -1.3473  -0.3123
F -2.4048 -2.9605 0.3736  -0.3289
H 0.4957 -3.9052 -2.0906  0.2349
H 0.0126 -2.2450 -1.9847  0.2382
H -0.3692 -1.2695 -4.3923  0.1574
H -3.8657 -4.4949 -1.0247  0.1436